The following is a DFT calculation (ωB97M-V/def2-TZVPD) of a 17-piece molecular cluster, C19H72N18O17 overall at a distorted geometry.

Computed properties:
Electronic energy ... -82497.69727 eV
Maximum force ... 0.1918 hartree/bohr

CARTESIAN COORDINATES (ANGSTROEM)
C  0.70844  0.41888  -0.09859
C  -0.76156  0.15388  0.30041
O  -1.62256  0.78888  -0.62659
H  0.90944  0.00488  -1.05759
H  1.41144  0.00688  0.55141
H  0.80144  1.49688  0.00641
H  -1.03856  0.59688  1.25841
H  -0.90856  -0.95212  0.37941
H  -2.33156  0.19488  -0.97459
C  6.01744  -1.05112  -0.58359
C  5.11044  0.11888  -0.52159
O  4.05744  0.01688  0.38941
H  5.49444  -1.88312  -0.97559
H  6.23044  -1.38412  0.40641
H  6.92944  -0.99312  -1.18159
H  4.78944  0.33988  -1.55359
H  5.69744  0.94488  -0.17959
H  3.65244  0.88188  0.51141
C  -3.90156  3.12988  1.58241
O  -5.06956  3.40588  2.28841
N  -3.04356  3.93988  1.11541
N  -3.45456  1.96688  1.32841
H  -3.34156  4.94488  1.16441
H  -2.31856  3.79788  0.33941
H  -4.09856  1.26788  1.70741
H  -2.54856  1.66288  0.87741
C  4.18444  3.44888  0.04941
O  3.23444  2.61388  0.57241
N  4.39344  3.52588  -1.18359
N  5.05644  4.06788  0.76241
H  3.84144  2.91788  -1.81759
H  5.01344  4.23488  -1.58959
H  5.06144  3.79488  1.79641
H  5.50544  4.91088  0.34841
C  -4.40356  -4.06412  -2.12959
O  -4.92756  -3.67112  -3.34959
N  -4.26056  -5.29812  -1.77159
N  -4.00456  -3.26512  -1.18859
H  -4.68456  -6.03612  -2.43359
H  -3.65956  -5.61512  -0.98859
H  -3.99956  -2.21912  -1.35959
H  -3.29256  -3.63512  -0.50759
C  -0.13656  0.31988  4.20241
O  -1.41156  0.57288  3.64841
N  0.54444  1.20188  4.89541
N  0.46944  -0.79512  4.12241
H  0.01344  2.08988  5.08441
H  1.35144  0.99288  5.43741
H  -0.06656  -1.53312  3.64341
H  1.50944  -0.83712  4.09541
C  0.17944  3.20688  2.00941
O  0.37844  3.92088  0.87341
N  -0.98556  2.97088  2.57841
N  1.19544  2.72888  2.64141
H  -1.16156  2.13988  3.15741
H  -1.83556  3.39088  2.11841
H  2.06844  2.77488  2.17541
H  1.09144  1.99788  3.36941
C  2.28144  -3.04612  0.11641
O  1.68944  -2.48912  1.17341
N  1.79244  -4.09412  -0.47459
N  3.26844  -2.53612  -0.50359
H  0.92844  -4.56612  -0.11259
H  2.22844  -4.62912  -1.24759
H  3.62044  -1.58712  -0.25859
H  3.50244  -2.80112  -1.46959
C  -4.29356  -0.84212  1.80341
O  -3.09056  -1.10612  1.18341
N  -5.17356  -0.02812  1.36441
N  -4.69156  -1.45412  2.86341
H  -5.12956  0.34288  0.40641
H  -6.00156  0.20888  1.93141
H  -3.99656  -2.03612  3.39241
H  -5.64656  -1.27012  3.28141
C  -2.02056  3.92288  -1.99959
O  -2.98656  3.18888  -2.66359
N  -1.17556  3.36788  -1.21759
N  -1.82456  5.20988  -2.15459
H  -1.26856  2.36688  -1.15759
H  -0.47456  3.80888  -0.65059
H  -2.61156  5.76788  -2.56159
H  -1.22856  5.83388  -1.63459
C  -4.84056  0.17088  -1.91059
O  -3.80856  -0.61512  -1.68359
N  -4.90256  1.20288  -1.13959
N  -5.83756  -0.09712  -2.74859
H  -4.14856  1.52588  -0.54759
H  -5.58556  1.85988  -1.36259
H  -5.70856  -0.73512  -3.54359
H  -6.63656  0.50288  -2.81059
C  -1.00056  -2.88012  -1.63559
O  0.24944  -2.34112  -1.90659
H  -1.11256  -3.00312  -0.54859
H  -1.06856  -3.83912  -2.02059
H  -1.65956  -2.13712  -2.06659
H  0.88144  -2.88712  -1.47559
C  3.55544  -1.51812  -3.42859
O  3.90644  -2.84912  -3.08359
H  4.47944  -0.94812  -3.45159
H  2.89244  -1.06612  -2.69459
H  3.00644  -1.34512  -4.36359
H  4.30444  -3.24912  -3.86259
C  2.29844  1.64188  -2.56659
O  3.41044  2.09288  -3.30959
H  2.55644  1.22288  -1.66159
H  1.92144  0.84088  -3.12159
H  1.47444  2.40788  -2.50359
H  3.19544  2.04788  -4.26859
C  3.58644  -2.48612  3.83341
O  3.05444  -1.34912  3.17041
H  3.72444  -2.36412  4.91041
H  4.53544  -2.81212  3.38041
H  2.82344  -3.22412  3.67641
H  2.85944  -1.50112  2.25441
C  0.00644  -3.77712  3.32741
O  -0.49056  -2.76412  2.51241
H  0.34544  -3.49812  4.27941
H  0.85244  -4.22012  2.82541
H  -0.72956  -4.56912  3.42241
H  0.27344  -2.43912  2.10241
C  -0.85456  0.76888  -3.58859
O  0.00244  -0.36312  -3.77859
H  -0.56356  1.34488  -2.73259
H  -1.89356  0.48488  -3.51859
H  -0.77656  1.40088  -4.54159
H  0.09144  -0.84212  -2.94459